Entry 1:
A 2-piece molecular cluster, C75H78N5O2 overall. Source: OMol25; level of theory: ωB97M-V/def2-TZVPD.

Geometry as ORCA input:
```
! wB97M-V def2-TZVPD RIJCOSX def2/J DEFGRID3
* xyz 1 1
C -1.873 2.343 1.366
C -2.751 3.242 2.214
C -1.949 4.514 2.525
C -3.971 3.643 1.371
C -3.269 2.623 3.542
C -4.023 3.532 4.293
C -4.593 3.162 5.497
C -4.502 1.841 5.921
C -3.966 0.837 5.114
C -4.463 -0.625 5.422
C -3.364 -1.554 5.920
C -5.139 -1.224 4.189
C -5.544 -0.646 6.522
C -3.126 1.289 4.019
N -1.973 0.522 3.629
C -0.665 0.899 3.942
C -0.249 2.155 4.335
C 1.120 2.619 4.458
C 2.109 2.451 3.443
C 3.441 2.709 3.714
C 3.794 3.218 4.984
N 5.093 2.957 5.518
O 5.373 3.487 6.622
O 5.858 2.176 4.911
C 2.805 3.658 5.882
C 1.483 3.336 5.631
N 0.055 -0.271 4.056
C 1.362 -0.431 4.642
C 1.600 -0.242 6.043
C 0.556 -0.197 7.220
C 1.151 0.549 8.431
C 0.284 -1.642 7.666
C -0.755 0.491 6.900
C 2.926 -0.302 6.483
C 3.954 -0.765 5.675
C 3.646 -1.190 4.400
C 2.416 -0.866 3.812
C 2.446 -1.051 2.272
C 3.726 -0.366 1.757
C 1.301 -0.474 1.459
C 2.522 -2.549 1.968
C -0.706 -1.303 3.516
C -1.921 -0.804 3.212
H -2.404 1.451 1.023
H -1.548 2.926 0.492
H -0.971 2.061 1.912
H -2.576 5.304 2.954
H -1.146 4.285 3.232
H -1.498 4.904 1.604
H -4.601 4.379 1.883
H -3.648 4.072 0.414
H -4.595 2.766 1.167
H -4.172 4.554 3.935
H -5.141 3.892 6.089
H -4.959 1.595 6.879
H -2.921 -1.185 6.850
H -3.789 -2.551 6.102
H -2.569 -1.699 5.187
H -6.088 -0.716 3.984
H -4.526 -1.133 3.294
H -5.351 -2.285 4.372
H -6.391 0.011 6.285
H -5.942 -1.665 6.635
H -5.130 -0.368 7.499
H -1.057 2.767 4.732
H 1.791 2.173 2.436
H 4.238 2.557 2.989
H 3.114 4.178 6.781
H 0.697 3.609 6.342
H 1.569 1.517 8.126
H 0.377 0.748 9.183
H 1.923 -0.046 8.935
H -0.110 -2.251 6.844
H 1.213 -2.115 8.010
H -0.435 -1.673 8.498
H -1.306 0.003 6.097
H -1.398 0.472 7.792
H -0.606 1.540 6.626
H 3.192 -0.058 7.511
H 4.975 -0.803 6.051
H 4.397 -1.730 3.823
H 4.642 -0.810 2.163
H 3.786 -0.441 0.665
H 3.724 0.691 2.052
H 0.376 -1.048 1.563
H 1.130 0.584 1.674
H 1.590 -0.545 0.401
H 1.666 -3.071 2.412
H 2.493 -2.706 0.881
H 3.433 -3.005 2.367
H -0.301 -2.296 3.390
H -2.758 -1.303 2.756
C 5.220 1.943 -8.484
C 5.712 2.385 -7.252
C 4.828 2.797 -6.252
C 3.451 2.731 -6.488
N 2.530 3.171 -5.494
C 2.101 4.530 -5.494
C 1.134 4.955 -6.406
C 0.738 6.295 -6.404
C 1.321 7.193 -5.507
C 2.305 6.766 -4.608
C 2.695 5.427 -4.591
C 1.854 2.222 -4.727
C 2.591 1.227 -4.055
C 1.944 0.322 -3.240
C 0.520 0.236 -3.230
C -0.106 -0.816 -2.520
C -1.307 -1.464 -2.881
C -1.921 -2.357 -1.952
C -3.050 -3.071 -2.291
C -3.694 -2.826 -3.518
N -4.905 -3.472 -3.804
C -6.049 -2.698 -4.153
C -6.323 -2.436 -5.497
C -7.427 -1.645 -5.825
C -8.270 -1.169 -4.817
C -8.015 -1.474 -3.476
C -6.889 -2.223 -3.134
C -4.908 -4.879 -3.990
C -5.477 -5.703 -3.012
C -5.526 -7.080 -3.229
C -5.056 -7.616 -4.432
C -4.500 -6.784 -5.409
C -4.379 -5.414 -5.172
C -3.137 -1.925 -4.434
C -1.918 -1.328 -4.164
C -0.207 1.212 -3.970
C 0.452 2.223 -4.649
C 2.951 2.275 -7.715
C 3.842 1.903 -8.721
H 5.913 1.614 -9.258
H 6.784 2.410 -7.061
H 5.185 3.162 -5.285
H 0.699 4.237 -7.108
H -0.022 6.627 -7.109
H 1.004 8.235 -5.503
H 2.772 7.469 -3.920
H 3.462 5.062 -3.902
H 3.675 1.210 -4.166
H 2.524 -0.396 -2.657
H 0.428 -1.233 -1.669
H -1.486 -2.459 -0.956
H -3.495 -3.789 -1.601
H -5.664 -2.841 -6.269
H -7.621 -1.404 -6.869
H -9.127 -0.548 -5.077
H -8.684 -1.122 -2.691
H -6.651 -2.460 -2.094
H -5.866 -5.250 -2.096
H -5.943 -7.726 -2.458
H -5.115 -8.690 -4.605
H -4.157 -7.196 -6.357
H -3.909 -4.749 -5.902
H -3.659 -1.740 -5.372
H -1.426 -0.752 -4.945
H -1.295 1.167 -4.000
H -0.105 2.999 -5.171
H 1.868 2.229 -7.867
H 3.455 1.576 -9.685
*
```

## Properties
F_max, eV Å⁻¹: 2.45
E_tot, Eh: -3328.5711
HOMO, eV: -8.213
LUMO level, eV: -4.849

=====

Entry 2:
C76H152F12HgN10O16S4 as an isolated structure. Source: OMol25; level of theory: ωB97M-V/def2-TZVPD.

Geometry as ORCA input:
```
! wB97M-V def2-TZVPD RIJCOSX def2/J DEFGRID3
* xyz 0 1
Hg -2.496 1.241 -0.980
C -4.725 1.313 2.224
F -4.676 1.683 3.531
F -3.883 0.401 1.872
F -6.011 0.812 2.069
S -4.400 2.853 0.997
O -5.338 3.931 1.311
O -2.985 3.266 1.022
N -4.485 2.119 -0.641
S -5.934 2.656 -1.039
O -7.003 2.392 -0.069
O -5.937 4.041 -1.581
C -6.468 1.413 -2.498
F -6.077 0.178 -2.184
F -7.782 1.472 -2.782
F -5.770 1.621 -3.651
C -0.037 -2.016 -1.068
F 0.909 -2.760 -0.500
F 0.564 -0.927 -1.423
F -0.365 -2.767 -2.174
S -1.429 -1.532 0.168
O -2.759 -1.599 -0.445
O -1.175 -2.369 1.294
N -1.171 0.195 0.480
S -0.360 0.166 1.843
O -1.163 0.031 3.013
O 0.935 -0.530 1.684
C 0.126 2.022 1.856
F 1.276 2.181 2.547
F 0.344 2.434 0.587
F -0.735 2.743 2.473
C -0.072 6.156 3.109
C 0.106 7.509 3.879
C 0.789 7.148 5.318
C 1.533 8.329 6.034
C 2.681 8.754 5.045
C 2.032 9.309 3.677
N 1.024 8.287 3.111
O 0.518 8.725 1.840
C 1.527 10.695 3.903
C 3.189 9.202 2.772
C -1.191 8.255 4.267
H -0.549 6.188 2.129
H -0.571 5.356 3.656
H 0.914 5.788 2.826
H 0.005 6.697 5.926
H 1.287 6.180 5.356
H 2.002 7.953 6.943
H 0.846 9.121 6.332
H 3.317 7.906 4.793
H 3.404 9.431 5.499
H 1.495 11.207 2.941
H 0.646 10.687 4.546
H 2.352 11.218 4.385
H 2.731 9.497 1.827
H 3.870 9.965 3.148
H 3.716 8.250 2.699
H -1.740 7.586 4.930
H -1.887 8.608 3.506
H -0.969 9.226 4.709
H -0.140 9.411 1.974
C 0.738 2.702 -4.399
C -0.724 2.792 -3.871
C -1.555 3.678 -4.892
C -1.962 2.899 -6.122
C -2.744 1.713 -5.701
C -1.993 0.840 -4.645
N -1.482 1.614 -3.504
O -0.964 0.815 -2.524
C -3.119 -0.122 -4.050
C -1.042 0.018 -5.506
C -0.678 3.744 -2.577
H 0.915 2.039 -5.246
H 1.225 2.237 -3.542
H 1.158 3.685 -4.611
H -2.497 3.959 -4.420
H -1.023 4.553 -5.265
H -1.032 2.703 -6.654
H -2.536 3.473 -6.850
H -2.901 1.241 -6.671
H -3.753 1.978 -5.384
H -2.737 -1.060 -3.649
H -3.753 0.347 -3.297
H -3.766 -0.539 -4.822
H -0.449 0.530 -6.264
H -0.417 -0.490 -4.771
H -1.580 -0.766 -6.038
H -1.626 3.838 -2.049
H -0.297 4.752 -2.738
H -0.024 3.539 -1.730
H -0.100 0.532 -2.832
C -0.481 -0.783 8.382
C -1.302 0.284 7.671
C -1.702 -0.082 6.191
C -2.895 -1.000 6.065
C -4.043 -0.443 6.925
C -3.734 -0.175 8.364
N -2.525 0.668 8.473
O -2.383 1.153 9.789
C -4.975 0.526 9.065
C -3.697 -1.570 9.017
C -0.330 1.477 7.435
H -0.075 -0.357 9.300
H 0.336 -1.214 7.803
H -1.168 -1.537 8.766
H -1.951 0.814 5.624
H -0.812 -0.441 5.674
H -2.464 -1.929 6.441
H -3.187 -1.102 5.020
H -4.853 -1.168 6.854
H -4.542 0.427 6.498
H -4.810 0.826 10.100
H -5.100 1.490 8.572
H -5.891 -0.061 9.000
H -4.699 -1.884 9.311
H -3.178 -2.379 8.503
H -3.177 -1.610 9.974
H 0.574 1.342 6.842
H 0.113 1.869 8.351
H -0.743 2.354 6.937
H -2.301 2.101 9.666
C 7.061 -4.949 -0.530
C 5.569 -5.213 -0.244
C 5.607 -6.810 0.002
C 4.317 -7.369 0.561
C 4.243 -6.646 1.879
C 4.192 -5.097 1.927
N 5.324 -4.578 1.083
O 5.585 -3.189 1.223
C 2.740 -4.606 1.708
C 4.665 -4.823 3.410
C 4.614 -4.913 -1.526
H 7.365 -5.305 -1.514
H 7.731 -5.463 0.160
H 7.363 -3.929 -0.294
H 5.749 -7.374 -0.920
H 6.350 -7.193 0.701
H 4.319 -8.444 0.746
H 3.373 -7.194 0.046
H 5.115 -7.018 2.418
H 3.445 -7.071 2.488
H 1.988 -4.931 2.427
H 2.489 -3.547 1.643
H 2.417 -4.923 0.716
H 4.633 -3.786 3.741
H 3.970 -5.290 4.108
H 5.673 -5.233 3.476
H 3.955 -4.058 -1.677
H 4.131 -5.831 -1.862
H 5.405 -4.903 -2.275
H 5.026 -2.753 0.575
C -5.966 -5.142 2.291
C -6.447 -5.157 0.795
C -5.528 -4.273 -0.041
C -4.108 -4.806 -0.212
C -4.304 -6.205 -0.869
C -5.176 -7.219 -0.031
N -6.459 -6.570 0.337
O -7.254 -7.357 1.112
C -5.387 -8.312 -1.036
C -4.403 -7.746 1.225
C -7.739 -4.459 0.799
H -6.822 -5.385 2.920
H -5.171 -4.430 2.513
H -5.515 -6.109 2.516
H -5.925 -4.077 -1.037
H -5.297 -3.356 0.500
H -3.614 -4.841 0.759
H -3.569 -4.217 -0.954
H -3.247 -6.465 -0.804
H -4.312 -6.240 -1.958
H -5.615 -9.260 -0.550
H -6.180 -7.998 -1.715
H -4.496 -8.611 -1.588
H -4.854 -8.344 2.017
H -3.653 -8.333 0.695
H -3.907 -6.938 1.763
H -8.552 -4.982 1.303
H -8.120 -4.396 -0.220
H -7.611 -3.429 1.130
H -6.815 -7.322 1.965
C -0.812 -8.556 -5.781
C -1.418 -7.396 -5.009
C -2.316 -7.925 -3.846
C -1.589 -8.446 -2.649
C -0.595 -7.392 -2.116
C 0.463 -7.020 -3.206
N -0.341 -6.625 -4.413
O 0.479 -5.908 -5.312
C 1.092 -5.761 -2.695
C 1.474 -8.156 -3.383
C -2.189 -6.397 -5.995
H -1.702 -9.120 -6.060
H -0.298 -9.313 -5.190
H -0.289 -8.297 -6.702
H -3.239 -7.452 -3.508
H -2.888 -8.783 -4.200
H -1.080 -9.355 -2.968
H -2.124 -8.793 -1.765
H -0.132 -7.815 -1.225
H -1.225 -6.606 -1.699
H 2.057 -5.500 -3.129
H 0.443 -4.891 -2.801
H 1.436 -6.019 -1.694
H 0.967 -8.939 -3.947
H 2.307 -7.835 -4.008
H 1.999 -8.559 -2.517
H -2.514 -5.422 -5.632
H -3.081 -6.780 -6.492
H -1.545 -6.219 -6.856
H 0.877 -6.637 -5.794
C 4.784 2.903 -4.123
C 5.399 1.590 -4.513
C 6.854 1.410 -3.913
C 6.752 1.166 -2.425
C 5.915 -0.048 -2.111
C 4.496 0.043 -2.660
N 4.590 0.416 -4.094
O 3.325 0.275 -4.756
C 3.740 -1.350 -2.547
C 3.767 1.069 -1.750
C 5.506 1.582 -6.087
H 3.717 2.826 -3.914
H 4.931 3.778 -4.757
H 5.093 3.190 -3.118
H 7.324 0.588 -4.453
H 7.586 2.201 -4.076
H 6.479 2.045 -1.841
H 7.831 1.081 -2.295
H 5.881 -0.020 -1.022
H 6.467 -0.891 -2.528
H 2.731 -1.411 -2.956
H 4.507 -2.060 -2.856
H 3.466 -1.405 -1.494
H 4.183 2.056 -1.550
H 2.836 1.162 -2.308
H 3.441 0.731 -0.767
H 6.023 2.335 -6.681
H 4.551 1.758 -6.581
H 5.864 0.658 -6.543
H 2.969 -0.522 -4.357
C 1.559 8.964 -1.627
C 1.034 7.583 -1.999
C 1.670 7.177 -3.344
C 3.156 6.663 -3.073
C 3.196 5.456 -2.147
C 2.564 5.907 -0.776
N 1.272 6.542 -1.006
O 0.453 6.659 0.047
C 2.317 4.638 0.004
C 3.618 6.880 -0.081
C -0.478 7.680 -2.195
H 1.619 9.041 -0.542
H 1.093 9.798 -2.154
H 2.603 9.125 -1.893
H 0.951 6.577 -3.902
H 1.957 8.039 -3.946
H 3.754 7.538 -2.815
H 3.535 6.226 -3.997
H 4.265 5.250 -2.083
H 2.734 4.565 -2.573
H 1.658 3.972 -0.553
H 3.202 4.084 0.315
H 1.756 4.847 0.915
H 3.198 7.208 0.869
H 4.560 6.452 0.260
H 3.723 7.763 -0.712
H -0.948 6.696 -2.169
H -0.675 8.125 -3.170
H -0.958 8.232 -1.386
H 0.875 7.342 0.574
*
```

## Properties
F_max, eV Å⁻¹: 6.61
E_tot, Eh: -7681.9981
HOMO, eV: -7.969
LUMO level, eV: -2.158